Entry 1:
13
Properties=species:S:1:pos:R:3:mulliken_charge:R:1 method="wB97M-V/def2-TZVPD" fmax_ev_per_a=2.50 homo_ha=-0.33861 smiles=O[C@H]1C[C@H]2N[C@@H]12 e_above_lowest_kcal_mol=114.74 energy_ha=-286.44880
O 1.7844 0.7033 0.4676 -0.563
C 0.9128 0.2160 -0.5066 -0.349
C 0.3212 -1.2219 -0.3420 -0.404
C -1.0922 -0.6206 -0.2567 -0.425
N -0.8243 0.5834 0.9849 -0.674
C -0.5177 0.7665 -0.3888 0.086
H 1.2456 0.8042 1.2699 0.365
H 1.3868 0.3830 -1.4728 0.404
H 0.6372 -1.7824 0.5370 0.251
H 0.4846 -1.8445 -1.2333 0.276
H -1.6782 -0.6666 0.6971 0.258
H -1.7297 1.0540 1.1386 0.293
H -0.9306 1.6256 -0.8950 0.481



Entry 2:
61
Properties=species:S:1:pos:R:3:mulliken_charge:R:1 method="wB97M-V/def2-TZVPD" fmax_ev_per_a=2.63 homo_ha=-0.48318 e_above_lowest_kcal_mol=0.00 energy_ha=-2360.87851 charge=+2
Tl 0.5504 -0.8395 -1.3847 1.033
O 0.8049 0.6727 0.6754 -0.609
S 0.7365 -0.4799 1.5796 1.948
O 2.0122 -1.0937 1.8353 -0.907
N -0.2588 -1.4818 0.7550 -0.342
C -0.5183 -2.7946 0.9767 0.403
C -0.4544 -3.4488 2.1985 -0.198
C -0.9169 -4.7595 2.3410 -0.973
C -1.3622 -5.4743 1.2588 -0.903
C -1.3369 -4.8945 -0.0257 0.904
C -1.7578 -5.5800 -1.1857 -0.418
C -1.7748 -4.9395 -2.3971 -0.927
C -1.2752 -3.6347 -2.4709 -0.114
N -0.8878 -2.9725 -1.3984 -0.201
C -0.9384 -3.5418 -0.1789 -0.066
C -0.1120 -0.0223 3.0611 0.004
C -1.3696 0.5515 2.9431 -0.494
C -2.0731 0.8436 4.0983 -0.762
C -1.5133 0.5663 5.3405 -0.425
C -0.2439 0.0127 5.4380 -0.745
C 0.4710 -0.2897 4.2884 -0.076
H -0.1346 -2.8991 3.0734 0.429
H -0.9481 -5.2120 3.3221 0.427
H -1.7763 -6.4661 1.3791 0.437
H -2.0568 -6.6172 -1.1035 0.472
H -2.1296 -5.4317 -3.2906 0.405
H -1.1955 -3.1300 -3.4253 0.473
H -1.7713 0.7727 1.9637 0.453
H -3.0564 1.2870 4.0341 0.431
H -2.0709 0.7850 6.2408 0.427
H 0.1944 -0.1851 6.4061 0.433
H 1.4677 -0.7093 4.3286 0.500
C -3.0667 4.3951 -3.5591 -1.381
C -2.3205 3.2298 -3.0020 1.009
C -2.8091 1.9274 -3.0954 -0.843
C -2.0450 0.8768 -2.6296 -0.361
N -0.8491 1.0641 -2.0672 -0.201
C -0.3849 2.3081 -1.9183 -0.092
C -1.0822 3.4036 -2.3758 -0.849
H -4.0465 4.1042 -3.9288 0.375
H -2.5031 4.8297 -4.3867 0.334
H -3.1858 5.1739 -2.8057 0.365
H -3.7756 1.7347 -3.5397 0.400
H -2.3931 -0.1453 -2.7062 0.485
H 0.5616 2.4107 -1.4036 0.436
H -0.6730 4.3979 -2.2584 0.475
S 3.2153 -0.7971 -2.1068 -0.249
C 3.5053 0.7642 -1.3732 0.212
N 3.4421 1.8502 -2.1276 -0.075
C 3.5888 3.2079 -1.5952 -0.658
C 3.2611 3.1778 -0.1093 -0.276
C 4.1212 2.1075 0.5504 -0.731
N 3.8245 0.8310 -0.0992 0.044
H 3.2850 1.7273 -3.1157 0.253
H 2.9138 3.8653 -2.1424 0.395
H 4.6099 3.5587 -1.7602 0.358
H 2.2134 2.9071 0.0410 -0.009
H 3.4388 4.1512 0.3413 0.489
H 3.9086 2.0196 1.6131 0.435
H 5.1825 2.3349 0.4249 0.353
H 3.7588 -0.0104 0.4588 0.280



Entry 3:
56
Properties=species:S:1:pos:R:3:lowdin_spin:R:1 method="wB97M-V/def2-TZVPD" fmax_ev_per_a=0.24 homo_ha="-0.52636 / -0.55029" energy_ha=-1650.56085 multiplicity=5 charge=+2
Ir 0.4886 0.7199 -0.3021 2.340
C -0.2820 2.0984 -3.1151 0.025
C 1.0106 1.3387 -3.3574 0.019
N 1.2874 0.2702 -2.3415 0.121
C 0.8415 -1.0649 -2.8408 0.006
C -0.6229 -1.1518 -3.2211 0.001
C 2.7501 0.2336 -2.0631 0.026
C 3.1133 -0.6588 -0.8928 0.054
N 2.2767 -0.3268 0.2653 0.494
C 2.6165 -0.7230 1.5004 0.054
C 1.8503 -0.2595 2.6086 0.109
F 0.8252 0.5698 2.3698 0.073
C 2.1333 -0.6098 3.9009 -0.005
F 1.3796 -0.1297 4.8777 -0.014
C 3.1975 -1.4560 4.1885 0.173
C 3.9593 -1.9443 3.1384 -0.009
F 4.9629 -2.7681 3.3784 -0.016
C 3.6891 -1.6028 1.8310 0.119
F 4.4281 -2.1469 0.8741 0.041
H -0.4658 2.7754 -3.9494 0.002
H -0.2061 2.7135 -2.2149 0.011
H -1.1462 1.4425 -3.0247 0.002
H 1.8430 2.0402 -3.3322 0.001
H 1.0179 0.8722 -4.3449 0.002
H 1.0593 -1.7942 -2.0605 0.000
H 1.4662 -1.3190 -3.7041 0.003
H -1.2736 -0.8588 -2.3958 0.001
H -0.8538 -2.1848 -3.4797 0.000
H -0.8611 -0.5425 -4.0912 0.000
H 3.0625 1.2533 -1.8350 0.007
H 3.2944 -0.0938 -2.9537 0.003
H 4.1667 -0.5020 -0.6644 0.010
H 2.9974 -1.7178 -1.1345 0.016
H 3.4244 -1.7324 5.2097 0.008
C -1.9796 -2.9990 0.6979 0.005
C -0.9470 -2.1709 0.2491 0.012
N -1.0212 -0.8537 0.2893 0.114
C -2.1372 -0.2743 0.7966 0.008
C -3.2239 -1.0237 1.2628 0.004
C -3.1197 -2.4261 1.2005 -0.001
C -4.3785 -0.3488 1.7794 -0.004
C -4.4255 0.9983 1.8340 0.003
C -3.3202 1.7921 1.3814 0.001
C -3.3132 3.1977 1.4441 0.028
C -2.2128 3.8954 1.0088 0.000
C -1.1221 3.1925 0.5058 0.046
N -1.1066 1.8650 0.4244 0.073
C -2.1868 1.1589 0.8620 0.021
H -1.8653 -4.0719 0.6396 0.001
H -0.0365 -2.5962 -0.1563 0.001
H -3.9393 -3.0397 1.5527 0.000
H -5.2120 -0.9456 2.1262 0.000
H -5.2970 1.5066 2.2253 0.000
H -4.1750 3.7189 1.8419 0.001
H -2.1738 4.9741 1.0513 0.000
H -0.2372 3.7102 0.1596 0.008



Entry 4:
45
Properties=species:S:1:pos:R:3:mulliken_charge:R:1 method="wB97M-V/def2-TZVPD" fmax_ev_per_a=3.89 homo_ha=-0.37430 e_above_lowest_kcal_mol=53.91 energy_ha=-1146.55416
O 2.0715 -0.9933 5.7907 -0.612
H 2.0007 -0.2621 5.1947 0.294
H 1.2669 -1.4748 5.9248 0.397
O 3.1787 2.1006 7.1779 -0.638
H 2.2755 1.8963 7.2883 0.375
H 3.6920 1.5233 7.7033 0.291
O -0.5878 -2.1325 5.9831 -0.540
H -0.5826 -2.0066 5.0605 0.290
H -0.7218 -3.0673 6.0491 0.234
O -1.7468 0.4953 10.5546 -0.632
H -1.7818 0.8296 9.6110 0.349
H -1.4381 1.1534 11.1122 0.268
O -3.7094 0.9661 4.8218 -0.676
H -3.4872 0.1602 5.3641 0.407
H -4.5112 0.7948 4.3569 0.272
O -2.2952 -1.3554 8.4040 -0.523
H -1.9149 -2.0471 8.9167 0.315
H -2.6915 -1.7614 7.6665 0.106
O -0.0046 -0.7046 3.7208 -0.615
H 0.7482 -0.6370 3.0775 0.283
H -0.5855 0.0269 3.5881 0.425
O -3.2676 -1.5250 5.8136 -0.744
H -2.5021 -1.9429 5.3876 0.311
H -3.7553 -2.1689 6.3832 0.335
O 0.8105 1.7488 8.5291 -0.654
H 1.4559 1.9613 9.2499 0.311
H 0.7279 0.8199 8.5120 0.292
O 0.7202 -1.2161 8.7152 -0.625
H -0.0545 -1.3831 8.1612 0.103
H 0.4829 -1.7827 9.4720 0.358
O -1.1004 0.6423 6.5377 0.378
H -0.6110 1.1961 7.1128 0.250
H -0.7559 -0.2221 6.5531 -0.188
O -1.7095 2.9371 9.1035 -0.649
H -2.0668 3.2552 8.2986 0.298
H -0.7849 2.9386 8.9053 0.305
O -1.7938 3.1135 6.1455 -0.669
H -0.9513 3.3987 5.6873 0.349
H -1.6989 2.1865 6.0171 0.303
O -1.5390 1.6119 3.3292 -0.727
H -2.1009 1.2827 3.9925 0.211
H -2.0270 2.3786 2.9830 0.323
O -3.7939 0.8010 7.9527 -0.675
H -3.3043 0.0272 8.2022 0.451
H -3.0435 1.2119 7.5589 0.282



Entry 5:
16
Properties=species:S:1:pos:R:3:mulliken_charge:R:1 method="wB97M-V/def2-TZVPD" fmax_ev_per_a=4.77 homo_ha="-0.51925 / -0.51923" e_above_lowest_kcal_mol=44.08 energy_ha=-624.99575 charge=+1
C -0.9336 1.1507 0.0121 0.751
C -2.4060 1.1239 -0.1417 -0.838
C 1.3595 1.7975 -0.3074 -0.922
N -0.5318 0.2120 0.9856 0.056
N -0.0296 1.8616 -0.4767 -0.327
N 1.1458 -2.8134 0.6588 -0.700
P 0.6737 -0.2694 1.6728 0.319
H -2.5748 0.4352 -1.0878 0.259
H -2.7145 2.2102 -0.2336 0.291
H -2.7478 0.7727 0.7524 0.333
H 2.0183 2.4331 -0.9321 0.285
H 1.5930 2.2272 0.6615 0.459
H 1.7294 0.7318 -0.2730 0.212
H 1.1935 -3.3532 1.4893 0.269
H 1.9974 -2.3378 0.4154 0.325
H 0.7877 -3.3522 -0.1224 0.229



Entry 6:
20
Properties=species:S:1:pos:R:3:mulliken_charge:R:1 method="wB97M-V/def2-TZVPD" fmax_ev_per_a=0.89 homo_ha=-0.30718 smiles=CCNC[C@H](C)O e_above_lowest_kcal_mol=29.78 energy_ha=-328.27139
C 1.5385 0.6709 1.7727 -1.042
C 2.0417 -0.2881 0.7132 -0.431
N 0.9586 -0.8563 -0.0753 -0.188
C 0.1976 0.0170 -0.9302 -0.782
C -1.3214 -0.3617 -1.0461 0.415
C -2.2332 0.7185 -0.5168 -1.468
O -1.5533 -1.5915 -0.3735 -0.563
H 1.0894 0.1259 2.5977 0.262
H 0.7776 1.3463 1.3954 0.290
H 2.3294 1.3133 2.1617 0.347
H 2.8286 0.1885 0.1123 0.308
H 2.5025 -1.1427 1.2264 0.307
H 1.2461 -1.6818 -0.5800 0.195
H 0.2186 1.0200 -0.4966 0.318
H 0.6072 0.1044 -1.9378 0.299
H -1.5023 -0.5474 -2.1095 0.307
H -2.0169 1.6925 -0.9539 0.363
H -3.2691 0.4768 -0.7422 0.389
H -2.1233 0.8049 0.5682 0.340
H -2.3162 -2.0092 -0.7855 0.337